# 1
Entry from OMol25: C36H47GeNO3PSi2Ta as an isolated structure (ωB97M-V/def2-TZVPD).

HOMO	-7.867	eV
E_LUMO	-0.391	eV
frontier orbital gap	0.2747	Ha

Last column: Löwdin charge in e.
Positions of all 92 atoms, in Å:
Ta  0.57581  -0.40953  -0.22372  1.27
C  1.94835  -0.82795  0.85413  -0.45
Ge  3.03857  -0.17970  2.29169  0.86
C  2.35469  1.53096  2.98188  -0.28
C  2.84066  2.73544  2.47606  -0.10
C  2.36362  3.95114  2.94720  -0.09
C  1.39696  3.98012  3.94414  -0.10
C  0.89971  2.78823  4.45342  -0.09
C  1.37229  1.57510  3.96977  -0.13
C  3.16816  -1.41231  3.81672  -0.28
C  3.25636  -2.78224  3.57872  -0.12
C  3.39670  -3.68346  4.62371  -0.09
C  3.45874  -3.22152  5.93226  -0.09
C  3.38698  -1.85842  6.18503  -0.09
C  3.24392  -0.96174  5.13320  -0.11
C  4.85865  0.14175  1.61635  -0.28
C  5.16578  -0.00182  0.26613  -0.12
C  6.44979  0.24668  -0.20282  -0.10
C  7.44582  0.64368  0.67790  -0.10
C  7.15512  0.78738  2.02878  -0.09
C  5.87084  0.53655  2.48941  -0.11
H  3.60738  2.72451  1.70776  0.10
H  2.74884  4.87827  2.53863  0.11
H  1.03373  4.92861  4.32074  0.10
H  0.14372  2.80259  5.23015  0.10
H  0.97356  0.65037  4.37690  0.10
H  3.21547  -3.14753  2.55776  0.08
H  3.45869  -4.74553  4.41727  0.10
H  3.56735  -3.92172  6.75121  0.10
H  3.44191  -1.49183  7.20296  0.10
H  3.18621  0.09995  5.34558  0.09
H  4.38776  -0.31921  -0.42095  0.07
H  6.67422  0.12894  -1.25620  0.10
H  8.44740  0.83863  0.31535  0.10
H  7.92925  1.09329  2.72135  0.10
H  5.65438  0.64813  3.54793  0.10
N  -0.14867  7.09392  0.04496  0.15
C  -0.07348  5.94600  0.06917  -0.19
C  0.01985  4.52068  0.09883  -0.25
C  -0.61127  3.79967  1.11672  -0.04
C  -0.51299  2.42075  1.14357  -0.14
C  0.21209  1.71968  0.17829  -0.32
C  0.84134  2.46718  -0.81774  -0.14
C  0.75090  3.84908  -0.87910  -0.03
H  -1.16396  4.33169  1.88057  0.12
H  -1.01015  1.88115  1.94265  0.10
H  1.44949  1.97770  -1.58648  0.09
H  1.24683  4.40702  -1.66267  0.12
C  -4.24338  -0.17430  1.59798  -0.10
O  -3.59211  0.85036  0.84163  -0.34
P  -2.67914  0.50640  -0.44912  0.82
O  -2.80957  1.88406  -1.27540  -0.33
C  -3.56643  3.05798  -0.96420  -0.09
O  -3.75299  -0.47825  -1.21359  -0.34
C  -3.44048  -0.87741  -2.54282  -0.13
H  -4.86621  0.32912  2.33229  0.09
H  -3.51357  -0.80022  2.11481  0.06
H  -4.86583  -0.79531  0.95556  0.08
H  -4.25126  3.26040  -1.78580  0.09
H  -2.87142  3.88732  -0.85332  0.08
H  -4.13147  2.92757  -0.04418  0.08
H  -4.17146  -1.62729  -2.83516  0.09
H  -2.43768  -1.31802  -2.60477  0.05
H  -3.49662  -0.02900  -3.22677  0.09
C  -2.44354  -4.04573  1.46725  -0.18
Si  -0.76980  -3.16181  1.47764  0.40
C  0.56847  -4.45440  1.76862  -0.18
C  -0.77313  -1.93439  2.91320  -0.18
C  -0.58339  -2.25910  -0.14844  -0.54
Si  0.18083  -3.05877  -1.66432  0.40
C  0.72728  -1.52485  -2.71308  -0.22
C  -1.05604  -4.10060  -2.62171  -0.16
C  1.77162  -4.02316  -1.41694  -0.18
H  -2.63958  -4.55576  2.41438  0.03
H  -2.48176  -4.79471  0.67042  0.02
H  -3.26410  -3.34305  1.29207  0.02
H  0.64462  -4.69334  2.83273  0.03
H  1.54296  -4.09272  1.43675  0.00
H  0.34473  -5.38009  1.23053  0.03
H  -1.13807  -2.40355  3.83189  0.04
H  -1.40599  -1.06252  2.71128  0.01
H  0.24042  -1.57285  3.10293  0.00
H  -1.61545  -2.04102  -0.46899  -0.03
H  -0.05406  -0.76737  -2.85909  0.02
H  1.07057  -1.78690  -3.71568  0.05
H  1.64317  -1.06670  -2.28067  0.01
H  -2.03861  -3.63125  -2.70065  0.02
H  -1.18264  -5.04189  -2.07851  0.04
H  -0.70749  -4.34408  -3.62793  0.03
H  2.46382  -3.45941  -0.78733  0.02
H  2.25787  -4.21093  -2.37838  0.04
H  1.58764  -4.99056  -0.94404  0.03

---

# 2
Entry from OMol25: C36H47I2N5OSSeTa as an isolated structure (ωB97M-V/def2-TZVPD).

multiplicity	2
HOMO (spin up / spin down)	-12.527 / -12.411	eV
E_LUMO (spin up / spin down)	-7.926 / -7.829	eV
<S²>	0.7717
frontier orbital gap (spin up / spin down)	0.1691 / 0.1684	Ha
net charge	+2

Last column: Mulliken spin population.
Positions of all 94 atoms, in Å:
Ta  -0.85823  0.41533  -0.38147  0.50
C  1.42719  -1.03817  0.54522  0.00
C  2.29268  -1.52411  -0.53091  -0.01
C  2.64292  -0.38259  -1.25155  0.04
C  2.07486  0.75888  -0.62898  0.05
C  1.34495  0.39626  0.56518  0.01
C  1.69349  1.09963  1.95746  -0.03
C  0.51941  0.86480  2.92205  0.00
C  2.91743  0.36748  2.51641  0.00
C  2.03316  2.54168  1.66384  0.00
C  3.57090  -0.16956  -2.43415  -0.01
C  3.24684  1.19723  -3.14403  0.00
C  3.47775  -1.19274  -3.61609  -0.01
C  5.07567  -0.18174  -1.96327  0.01
C  2.69982  -3.00854  -0.61103  0.01
C  4.23080  -3.22509  -0.83399  0.00
C  1.98266  -3.75010  -1.70497  0.00
C  2.36128  -3.72310  0.73679  0.00
H  1.14972  -1.67352  1.35279  0.00
H  2.12580  1.77441  -0.98775  0.00
H  0.44078  -0.25372  2.95022  0.00
H  -0.39985  1.21814  2.56927  0.01
H  0.66291  1.17574  3.94888  0.00
H  2.61067  -0.67380  2.76041  0.00
H  3.28222  0.81055  3.40835  0.00
H  3.71721  0.35892  1.78111  0.00
H  1.14675  3.00215  1.20464  0.00
H  2.80121  2.75743  0.93265  0.00
H  2.17099  3.25027  2.53847  0.00
H  2.15827  1.22476  -3.34335  0.00
H  3.79534  1.20921  -4.06085  0.00
H  3.52899  2.06930  -2.56956  0.00
H  2.39104  -1.18130  -4.00639  0.01
H  3.74759  -2.25874  -3.40875  0.00
H  4.19106  -0.84544  -4.40632  0.00
H  5.26766  0.55706  -1.14694  0.00
H  5.75961  0.08120  -2.80562  0.00
H  5.36566  -1.17548  -1.59312  0.00
H  4.59200  -2.70481  -1.67825  0.00
H  4.40421  -4.30316  -1.02170  0.00
H  4.78185  -2.97741  0.06842  0.00
H  2.40408  -4.70399  -2.08911  0.00
H  1.84620  -2.99685  -2.46468  0.00
H  0.94651  -4.03400  -1.33244  0.00
H  3.06283  -3.39613  1.49709  0.00
H  2.56565  -4.81442  0.47951  0.00
H  1.31229  -3.76808  1.15293  0.00
I  1.30490  4.41766  -3.31728  0.00
C  -0.64398  3.57117  -3.20003  0.00
C  -1.53933  3.91657  -4.26914  0.00
C  -2.83614  3.35528  -4.37072  0.00
I  -4.01783  3.86823  -6.06838  0.00
C  -3.32325  2.52899  -3.34465  0.00
C  -4.65415  2.16465  -3.19429  0.00
C  -4.96205  1.09549  -2.43140  0.00
C  -4.02966  0.58101  -1.53006  0.01
N  -2.81231  1.18189  -1.37488  -0.02
C  -2.40287  2.11553  -2.33300  -0.02
C  -1.09669  2.64367  -2.26403  0.00
O  -0.47584  2.27750  -1.13541  0.03
H  -1.15320  4.41596  -5.16387  0.00
H  -5.48095  2.66955  -3.73120  0.00
H  -5.98409  0.75240  -2.33122  0.00
H  -4.13663  -0.28987  -0.93880  -0.01
S  -0.82333  -1.11132  -3.47368  0.29
C  -0.57247  -0.62324  -1.99572  0.12
C  -1.67941  4.23961  1.12326  0.00
C  -2.54365  3.12924  1.40088  0.01
N  -2.34522  1.81424  1.25980  0.01
C  -3.52509  1.19579  1.68077  -0.01
C  -4.41138  2.14396  2.16802  0.00
N  -3.77240  3.35396  1.98847  0.00
H  -1.02943  4.17995  0.17820  0.00
H  -0.92828  4.40997  1.97747  0.00
H  -2.27724  5.10341  1.05545  0.00
H  -3.52677  0.06935  1.57004  0.01
H  -5.40262  1.98055  2.58341  0.00
H  -4.04845  4.23878  2.41012  0.00
C  0.03364  -2.84201  3.82679  0.00
N  -1.37803  -2.53751  3.62570  0.00
C  -2.18178  -2.69808  4.76228  0.00
C  -3.46856  -2.64245  4.41691  0.00
N  -3.54799  -2.43595  3.02992  0.00
C  -4.74639  -2.66009  2.25302  0.00
C  -2.20702  -2.36095  2.57907  0.01
Se  -1.71074  -2.00092  0.71885  0.00
H  0.10302  -3.75906  4.39731  0.00
H  0.49332  -2.00572  4.32642  0.00
H  0.46839  -3.02159  2.85491  0.00
H  -1.77056  -2.66670  5.75121  0.00
H  -4.42519  -2.79763  4.90329  0.00
H  -5.23285  -3.61620  2.34074  0.00
H  -4.39759  -2.59716  1.17493  0.00
H  -5.46474  -1.92173  2.57407  0.00

---

Record order is preserved below.
Molar mass: 882.48 1111.59 g mol⁻¹
Record order is preserved below.
ΔE to the lowest compared entry with this formula, charge and spin: 28.1 14.0 kcal/mol